1.
150
Properties=species:S:1:pos:R:3:forces:R:3 method="wB97M-V/def2-TZVPD" smiles="CC1(C)CCCC(C)(C)N1O.CC1(C)CCCC(C)(C)N1O.O=C1OC[C@@H](F)O1.O=C1OC[C@@H](F)O1.O=C1OC[C@@H](F)O1.O=C1OC[C@@H](F)O1.O=C1OC[C@@H](F)O1.O=C1OC[C@@H](F)O1.O=C1OC[C@@H](F)O1.O=C1OC[C@@H](F)O1.O=C1OC[C@@H](F)O1" de_lowest_kj_mol=49.37 e_tot_ev=-134524.34546 fmax_ev_per_a=8.4
C -7.2669 30.9435 22.7439 1.20 1.63 -0.53
C -6.0904 31.3478 23.6906 0.43 0.86 3.13
C -4.6980 31.3622 22.9447 -1.62 -1.37 -0.91
C -6.2162 32.8015 24.2973 -1.28 0.90 -1.98
C -7.3060 33.0849 25.2815 -0.40 -1.30 1.96
C -6.9768 32.1912 26.5001 -0.23 0.45 -1.62
C -6.8912 30.6929 26.0919 -1.12 0.47 -2.65
C -6.2066 30.1261 27.2181 0.13 -2.33 3.19
C -8.3666 30.1054 25.8666 1.01 0.02 -0.33
N -6.0016 30.4592 24.9090 0.97 1.82 -0.78
O -5.7732 29.0837 24.5350 -0.93 0.89 0.46
H -7.1358 31.6256 21.9038 1.30 -1.10 -1.24
H -7.2484 29.8656 22.5833 -0.18 0.33 -0.51
H -8.2615 31.3895 22.7468 -0.67 -0.62 2.16
H -4.5098 30.3093 22.7346 0.17 -0.06 -0.44
H -4.9242 31.8555 21.9994 0.32 -0.02 -0.19
H -3.7497 31.7535 23.3132 -0.64 0.38 0.93
H -5.3376 33.3443 24.6460 0.61 -0.93 -0.02
H -6.5502 33.4129 23.4590 0.39 0.12 -0.71
H -7.3042 34.1174 25.6310 0.02 0.17 -0.35
H -8.2953 32.8523 24.8873 -0.10 -0.01 -0.09
H -7.6473 32.2887 27.3539 -0.25 -0.13 -0.11
H -6.0055 32.5435 26.8472 0.17 -0.21 0.01
H -5.5764 30.8188 27.7759 0.14 -0.07 -0.26
H -5.6623 29.1918 27.0804 -0.07 0.02 -0.37
H -7.0379 29.8584 27.8702 0.28 -0.15 0.81
H -8.4994 29.1754 26.4193 0.01 0.35 0.27
H -8.5382 29.8343 24.8249 0.28 0.14 -0.15
H -9.1580 30.8200 26.0930 0.09 0.01 0.40
H -4.8436 28.9902 24.7558 0.08 -0.20 0.05
C -10.2252 30.7031 18.4085 -0.08 0.25 -0.14
C -10.6731 32.1099 18.7361 1.42 1.36 1.81
C -12.1558 32.1712 19.2870 -0.63 0.28 -2.42
C -9.9326 32.5175 20.0858 1.16 -0.60 -1.35
C -8.4054 32.8032 19.9678 -1.49 0.70 -1.37
C -8.2787 33.9419 18.9193 0.21 -1.04 0.93
C -8.9167 33.6834 17.4916 -0.41 -0.79 2.23
C -9.1191 35.0974 17.0616 -0.49 1.41 -1.04
C -7.8471 32.8097 16.7831 -1.60 0.46 -0.37
N -10.3072 33.1225 17.6660 1.74 -0.19 4.04
O -10.9428 32.8926 16.4850 -1.14 0.06 -1.15
H -10.9227 30.1022 18.9920 0.53 -0.88 -0.50
H -10.1609 30.5143 17.3369 -0.81 -0.23 -0.05
H -9.1884 30.5747 18.7192 -0.11 -0.24 0.43
H -12.4115 31.5240 20.1260 0.76 -0.11 0.05
H -12.5456 33.1672 19.4969 0.68 0.35 0.34
H -12.8514 31.8916 18.4958 -0.12 -0.50 -0.32
H -10.4794 33.3874 20.4496 0.34 0.02 0.46
H -9.9742 31.6571 20.7538 -0.75 0.07 0.21
H -8.1141 33.1114 20.9720 0.46 0.23 -0.23
H -7.8192 31.9371 19.6604 -0.16 -0.21 0.25
H -7.2314 34.1476 18.6983 0.09 0.20 0.18
H -8.6849 34.7876 19.4741 -0.22 0.39 -0.65
H -9.8416 35.5019 17.7703 0.33 0.30 0.19
H -9.5845 35.3527 16.1096 0.12 -0.76 -0.49
H -8.1890 35.6655 17.0776 0.06 0.04 0.21
H -8.2011 32.3901 15.8414 -0.17 -0.04 -0.01
H -7.6526 31.9933 17.4787 0.66 0.05 -0.29
H -7.0208 33.4740 16.5301 0.35 -0.39 0.34
H -11.5982 33.5679 16.6749 -0.79 -0.13 -1.41
O -9.7786 23.9767 18.4891 -3.24 -2.93 3.82
C -10.4135 23.6209 19.5273 3.32 4.70 -1.33
O -9.9029 22.8796 20.5555 0.64 -0.75 -2.16
C -10.6197 23.0264 21.7282 -2.65 0.80 0.32
C -11.4031 24.3353 21.5128 1.23 -1.33 -1.02
F -10.6158 25.3154 21.9598 0.79 1.53 -0.12
O -11.4387 24.4401 20.0178 -0.14 -1.45 1.82
H -11.4225 22.2968 21.8347 0.34 -0.75 -0.07
H -10.0257 23.0584 22.6416 0.33 0.03 -0.41
H -12.3081 24.4010 22.1168 -0.66 0.01 -1.13
O -13.8300 24.7777 24.5690 -0.32 -1.21 0.44
C -14.3228 23.6938 24.4078 1.61 3.43 -1.54
O -14.6409 22.8014 25.2673 -0.28 0.98 4.91
C -15.0083 21.6444 24.6624 0.25 -2.07 -0.83
C -15.4458 22.1684 23.3680 0.58 -2.93 -1.98
F -16.7306 22.5135 23.3824 -1.30 1.02 0.00
O -14.5782 23.2070 23.1660 -0.44 0.78 -1.07
H -14.0605 21.1312 24.4998 -0.28 -0.90 0.04
H -15.7880 21.0182 25.0960 0.29 0.43 0.70
H -15.3207 21.3782 22.6277 0.03 0.40 -0.57
O -16.5531 27.3456 22.3922 -1.09 3.79 -0.03
C -17.0592 28.4597 22.2150 1.98 -2.74 0.08
O -16.4005 29.6803 22.3556 -0.72 -0.91 -0.15
C -17.2110 30.7224 21.7847 -0.94 -0.49 0.19
C -18.5630 29.9978 21.4435 2.14 -0.74 2.22
F -18.7400 29.8958 20.1795 -1.30 0.95 -3.71
O -18.3119 28.6144 21.7969 -0.39 1.29 1.24
H -17.4133 31.5386 22.4782 0.38 -0.21 0.33
H -16.7217 31.1376 20.9037 -0.13 -0.24 -0.11
H -19.4288 30.4402 21.9363 -0.11 -0.43 0.14
O -9.9364 28.8220 21.7892 -2.11 -1.05 0.65
C -11.0941 28.4623 21.7681 0.59 0.86 -0.88
O -11.9664 28.8841 20.8165 0.87 1.12 -1.07
C -13.1234 28.0971 20.7839 -0.77 -0.38 1.33
C -13.1845 27.6566 22.2689 0.41 0.31 -1.46
F -13.6353 26.4134 22.3254 -0.19 -1.29 0.30
O -11.7836 27.6605 22.6008 0.32 0.09 1.02
H -14.0238 28.6263 20.4719 0.28 0.46 0.10
H -13.0132 27.2469 20.1107 0.17 -0.20 0.14
H -13.7665 28.2499 22.9741 0.27 0.23 -0.04
O -7.6702 24.8152 27.1084 -4.09 1.99 -2.66
C -8.5753 25.4275 26.4692 2.74 -4.39 1.62
O -9.6129 24.8637 25.7506 0.26 0.09 1.22
C -10.4328 25.9155 25.1112 0.86 -2.73 -0.30
C -9.7265 27.1412 25.5966 -0.63 -0.12 -1.16
F -10.6123 27.7651 26.4084 0.39 0.76 0.58
O -8.5671 26.7185 26.3426 -1.45 2.52 -1.08
H -10.4575 25.5885 24.0717 0.98 1.04 -0.25
H -11.5093 25.8632 25.2740 0.11 0.09 1.38
H -9.5009 27.7370 24.7122 0.64 0.66 0.67
O -14.6482 35.4202 23.7221 1.86 -2.73 -0.85
C -14.0911 34.3474 23.5818 -2.15 -0.45 1.24
O -14.7540 33.1150 23.5107 -1.35 0.09 -0.23
C -13.8062 32.0829 23.2750 -0.73 -0.82 -0.12
C -12.5901 32.6391 23.8285 -0.72 -0.45 -0.68
F -11.6758 32.0038 23.0448 1.90 1.19 0.39
O -12.8040 34.0158 23.6723 2.75 1.97 0.01
H -13.7408 31.1264 23.7935 -2.21 -0.24 0.38
H -13.6766 31.8083 22.2282 -0.24 0.64 -0.24
H -12.5045 32.3372 24.8724 0.89 0.59 0.10
O -13.4980 26.6065 17.7069 0.03 0.37 0.41
C -12.8837 26.4032 16.7009 2.82 1.89 5.74
O -11.5216 26.5353 16.5958 -1.52 0.29 1.39
C -11.1643 25.8443 15.4589 0.79 0.29 -1.82
C -12.4464 25.7378 14.5873 1.14 0.63 1.18
F -12.5962 24.5124 14.0259 -0.59 0.16 0.86
O -13.3928 26.1138 15.6246 -3.42 -2.74 -7.12
H -10.5019 26.5216 14.9198 0.69 -0.71 -0.04
H -10.7610 24.8870 15.7892 0.21 -0.14 -0.68
H -12.5185 26.4483 13.7638 -0.16 0.10 0.25
O -17.8621 27.1412 19.1263 1.78 1.76 -0.92
C -17.1739 27.9652 18.5660 -1.64 -1.36 0.13
O -16.9299 28.0029 17.2458 -1.36 -2.91 -2.02
C -16.5463 29.2460 16.7880 0.00 1.24 -0.24
C -15.8501 29.6789 17.9770 1.93 1.78 2.45
F -15.8219 31.0598 18.1444 -0.66 -0.89 0.20
O -16.5619 29.0340 19.0678 1.12 1.45 0.64
H -15.8569 29.2877 15.9447 -0.35 -0.72 -0.16
H -17.3783 29.9323 16.6300 -0.36 -0.19 -0.30
H -14.7962 29.4045 18.0222 -0.05 -0.39 0.13
O -13.5774 28.9801 25.4594 -3.13 0.49 1.02
C -14.7478 29.0174 25.8298 3.46 -3.12 -1.12
O -15.4562 27.8825 26.2074 0.35 1.93 -0.34
C -16.8012 28.3149 26.3561 -1.08 0.53 -0.84
C -16.6936 29.8643 26.4173 -2.30 -3.50 1.56
F -16.6456 30.0856 27.7524 0.53 1.42 1.32
O -15.5117 30.0975 25.8302 0.72 2.21 -0.81
H -17.4165 28.0860 25.4860 0.30 -0.55 -0.32
H -17.3075 27.9004 27.2279 0.47 0.08 0.08
H -17.6135 30.3446 26.0839 0.70 0.56 -0.76

***

2.
121
Properties=species:S:1:pos:R:3:forces:R:3 method="wB97M-V/def2-TZVPD" charge=-2 multiplicity=3 de_lowest_kj_mol=15.61 e_tot_ev=-110905.85956 fmax_ev_per_a=0.6
Ti -0.4433 -0.0484 -0.1252 -0.45 -0.05 -0.35
C -1.6716 2.6272 0.0364 0.10 0.00 -0.06
C -2.0861 1.6617 -0.9461 -0.05 -0.04 0.06
C -3.3071 1.0891 -0.4433 0.08 -0.01 -0.06
C -3.5894 1.6508 0.7934 0.05 -0.01 0.03
C -2.5624 2.5927 1.0995 -0.05 -0.08 -0.03
C -2.4481 3.4040 2.3534 0.01 0.08 0.07
C -4.8060 1.3659 1.6212 -0.11 0.02 0.06
C -4.1984 0.1412 -1.1846 -0.05 -0.01 -0.03
C -1.8644 1.8724 -2.4273 0.08 -0.04 -0.06
C -0.5499 3.6061 -0.1393 0.03 0.00 0.01
H -3.0771 4.3044 2.3452 -0.01 0.00 -0.04
H -1.4189 3.7382 2.5053 0.03 0.00 -0.01
H -2.7292 2.8393 3.2467 -0.02 -0.04 0.02
H -4.9694 0.3002 1.7972 0.04 -0.02 -0.04
H -5.7192 1.7423 1.1416 0.00 0.02 -0.01
H -4.7485 1.8517 2.5998 0.02 0.00 0.03
H -5.1224 0.6293 -1.5237 0.01 0.04 -0.02
H -4.5039 -0.7077 -0.5719 -0.02 0.01 0.06
H -3.7040 -0.2652 -2.0684 0.04 -0.02 -0.01
H -2.2630 2.8468 -2.7417 -0.04 0.03 0.00
H -2.3850 1.1148 -3.0146 0.00 -0.05 0.00
H -0.8142 1.8392 -2.7238 -0.03 0.04 0.03
H -0.9173 4.6082 -0.3992 -0.02 0.00 0.01
H 0.1216 3.2876 -0.9377 -0.03 0.00 -0.02
H 0.0544 3.7096 0.7682 0.01 -0.03 0.03
C 1.4141 1.5411 3.8798 0.01 0.05 0.07
N 1.8055 0.3935 3.0873 0.27 -0.27 0.05
C 2.7544 -0.5124 3.4969 0.01 -0.10 -0.18
C 3.0939 -1.5651 2.7323 -0.23 0.29 -0.01
C 2.4385 -1.7678 1.4258 0.15 -0.04 0.05
O 2.7828 -2.6723 0.6737 -0.06 0.09 0.06
N 1.4289 -0.8807 1.1224 -0.07 -0.11 0.03
C 1.1749 0.1644 1.8956 0.03 -0.13 -0.09
O 0.2906 0.9828 1.5102 -0.03 0.34 0.36
H 1.8146 1.4099 4.8846 -0.02 0.05 -0.01
H 0.3282 1.5958 3.9265 0.02 0.02 0.01
H 1.8022 2.4622 3.4390 -0.03 -0.01 0.04
H 3.2051 -0.3099 4.4601 -0.03 0.01 0.01
H 3.8404 -2.2780 3.0446 0.03 0.00 0.03
C -6.2379 -3.1795 1.6959 -0.06 -0.02 0.00
C -5.7554 -2.5036 2.8054 -0.01 0.00 0.00
C -4.4513 -2.0209 2.8190 -0.04 0.03 0.09
C -3.5947 -2.1822 1.7318 0.10 -0.07 -0.03
C -4.1069 -2.8747 0.6293 0.01 -0.01 -0.03
C -5.4005 -3.3682 0.6031 -0.04 -0.01 0.01
Si -1.7358 -1.6801 1.6701 0.07 0.10 -0.06
C -1.0299 -3.4665 1.7679 -0.12 -0.04 0.11
C -0.0083 -3.8903 0.9289 0.16 0.05 -0.13
C 0.4998 -5.1851 0.9803 0.03 0.00 -0.02
C -0.0209 -6.0979 1.8803 0.01 -0.03 0.01
C -1.0481 -5.7033 2.7332 0.02 -0.06 0.00
C -1.5368 -4.4096 2.6725 -0.08 0.01 0.00
C -1.4520 -1.0656 3.4652 -0.01 0.00 -0.02
C -0.5863 -1.6694 4.3788 0.03 -0.02 -0.01
C -0.3969 -1.1550 5.6568 0.03 -0.01 0.03
C -1.0875 -0.0235 6.0635 0.00 0.05 0.06
C -1.9481 0.6044 5.1696 0.02 0.01 0.02
C -2.1077 0.0967 3.8892 0.00 0.06 0.02
H -7.2547 -3.5560 1.6815 0.00 0.00 -0.01
H -6.3930 -2.3468 3.6685 -0.02 -0.01 0.01
H -4.1032 -1.5025 3.7054 0.02 0.00 -0.01
H -3.4732 -3.0313 -0.2370 0.06 0.01 -0.03
H -5.7573 -3.8947 -0.2748 -0.02 -0.01 -0.01
H 0.4322 -3.1890 0.2317 -0.05 0.00 0.03
H 1.3154 -5.4593 0.3223 0.02 -0.01 -0.01
H 0.3710 -7.1084 1.9263 0.00 0.00 0.00
H -1.4680 -6.4081 3.4429 0.00 -0.01 0.01
H -2.3434 -4.1243 3.3401 -0.03 0.03 0.02
H -0.0470 -2.5641 4.0903 0.03 -0.02 -0.03
H 0.2893 -1.6482 6.3374 0.00 0.00 0.02
H -0.9492 0.3722 7.0642 -0.01 0.01 -0.01
H -2.4802 1.5035 5.4609 0.00 0.00 0.02
H -2.7516 0.6200 3.1910 -0.01 0.00 -0.06
C 1.0184 -2.7009 -2.5216 0.00 -0.10 -0.14
C -0.3779 -2.0824 -2.6048 -0.06 0.18 0.24
C -1.4704 -3.1450 -2.4764 0.10 -0.04 -0.15
C -0.5344 -1.3001 -3.9051 0.02 -0.10 -0.08
O -0.5448 -1.1760 -1.5402 0.00 -0.06 0.11
H 1.2948 -3.1564 -3.4769 -0.03 -0.04 -0.02
H 1.0720 -3.4682 -1.7516 0.00 0.00 0.08
H 1.7551 -1.9358 -2.2782 0.00 0.05 -0.02
H -1.4250 -3.8545 -3.3085 0.02 0.00 0.00
H -2.4514 -2.6673 -2.4765 -0.03 0.04 -0.01
H -1.3512 -3.6972 -1.5441 0.01 0.01 0.05
H -0.4029 -1.9591 -4.7680 -0.02 0.00 -0.02
H 0.2083 -0.5040 -3.9599 0.04 -0.03 0.06
H -1.5220 -0.8423 -3.9562 -0.06 0.01 0.02
C 2.3646 3.6492 -4.8433 0.10 -0.05 -0.07
Si 2.8386 1.9219 -5.4313 -0.12 -0.06 0.15
C 1.2864 1.0890 -6.0986 0.09 0.07 -0.05
C 3.9978 2.1886 -6.9171 -0.10 0.00 0.01
C 3.5865 0.9237 -4.1003 0.17 0.08 -0.23
Te 1.8257 1.0762 -1.8309 0.25 -0.09 -0.19
C 2.9873 2.8022 -1.2466 0.05 0.06 0.10
Si 4.6064 2.4732 -0.3808 -0.11 -0.08 -0.01
C 5.4784 0.8752 -0.8319 0.00 0.09 0.01
C 4.3119 2.4389 1.4789 0.13 0.07 -0.06
C 5.7991 3.8978 -0.7453 -0.08 -0.04 0.04
H 1.8605 4.2189 -5.6275 -0.02 0.00 -0.05
H 3.2459 4.2166 -4.5360 0.05 0.04 0.03
H 1.6949 3.5699 -3.9877 -0.07 -0.01 0.07
H 0.9722 1.5425 -7.0425 -0.02 0.02 -0.02
H 0.4659 1.1760 -5.3868 -0.03 0.04 0.05
H 1.4548 0.0252 -6.2729 0.02 -0.06 -0.03
H 3.5358 2.8527 -7.6534 0.00 0.03 -0.06
H 4.2307 1.2433 -7.4098 0.00 -0.07 -0.02
H 4.9411 2.6358 -6.6010 0.06 0.04 0.04
H 4.4649 1.2905 -3.5781 -0.01 0.05 0.12
H 3.5779 -0.1592 -4.1622 -0.07 -0.05 0.03
H 2.3569 3.3967 -0.5809 0.00 0.04 0.02
H 3.1405 3.3975 -2.1450 0.03 0.01 -0.12
H 4.7730 0.0443 -0.8366 -0.06 -0.05 0.02
H 6.2567 0.6698 -0.0926 0.05 -0.02 0.03
H 5.9494 0.9169 -1.8140 0.01 0.02 -0.07
H 5.2513 2.5842 2.0186 0.02 -0.01 0.04
H 3.6151 3.2190 1.7869 -0.04 0.07 0.02
H 3.9021 1.4789 1.7815 -0.11 -0.16 0.03
H 6.0050 3.9591 -1.8148 0.01 -0.01 -0.08
H 6.7502 3.7680 -0.2257 0.06 -0.01 0.04
H 5.3702 4.8527 -0.4366 -0.02 0.06 0.03